[1]
Here is a structure of composition C50H51KN6OPSi from OMol25. Energies are from ωB97M-V/def2-TZVPD.

The value obtained for the gap between HOMO and LUMO is 5.53 eV. For the electronic energy, the calculation gives -97160.959 eV. The relative energy (zero: lowest compared OMol25 entry of this formula, charge and spin) is 0.0 kcal per mole. The LUMO energy is 0.0763 Eh. Its charge is -1. For the HOMO energy, the calculation gives -3.45 eV.

The geometry in XYZ format:
```
111
C50H51KN6OPSi (ωB97M-V/def2-TZVPD)
K 0.17471 0.35541 0.43256
C -3.78197 3.55744 1.46608
C -2.74262 2.47122 1.46305
N -2.12551 2.07162 0.41110
N -2.44127 2.67578 -0.76589
C -1.89885 2.03050 -1.80514
O -1.24012 0.96933 -1.80746
C -2.17271 2.69064 -3.13881
C -1.69442 2.07749 -4.29202
C -1.91512 2.64487 -5.53892
C -2.61878 3.83673 -5.64515
C -3.09854 4.45547 -4.49751
C -2.87752 3.88628 -3.25198
C -2.45641 1.74948 2.72615
C -3.21511 2.00353 3.87456
C -2.97363 1.27896 5.02779
C -1.97750 0.31714 5.02366
C -1.26301 0.13944 3.84657
N -1.48717 0.82252 2.73409
H -3.76820 4.05612 0.50159
H -3.59537 4.28735 2.25724
H -4.78263 3.14217 1.62774
H -1.14617 1.15091 -4.17990
H -1.53583 2.15804 -6.42955
H -2.79122 4.28331 -6.61719
H -3.64604 5.38742 -4.57485
H -3.24228 4.35507 -2.34877
H -3.99535 2.75022 3.85622
H -3.56062 1.46440 5.91968
H -1.74876 -0.27348 5.90049
H -0.46615 -0.59656 3.79573
N -1.52301 -3.48852 0.56440
P -1.88766 -2.12641 -0.43892
C -2.77955 -3.03919 -1.75774
C -2.15390 -3.14446 -2.99710
C -2.74848 -3.85513 -4.03145
C -3.97835 -4.46426 -3.83330
C -4.61677 -4.35670 -2.60366
C -4.02273 -3.64352 -1.57360
C -3.30904 -1.37472 0.43189
C -3.65589 -1.69775 1.73877
C -4.70889 -1.04418 2.36574
C -5.42178 -0.06659 1.68732
C -5.07248 0.26796 0.38469
C -4.01492 -0.37486 -0.23614
C -0.38273 -3.50849 1.34485
C 0.13956 -4.70680 1.84956
C 1.30626 -4.64993 2.58184
C 1.93170 -3.42512 2.79440
C 1.32967 -2.29642 2.27007
N 0.18705 -2.32967 1.57818
H -1.99919 -4.36583 0.42867
H -1.19995 -2.65229 -3.14963
H -2.25521 -3.92414 -4.99284
H -4.44716 -5.01415 -4.63995
H -5.58390 -4.82020 -2.45262
H -4.53411 -3.53547 -0.62343
H -3.09049 -2.45322 2.27144
H -4.96068 -1.28848 3.39066
H -6.23663 0.44957 2.18104
H -5.60044 1.05455 -0.13999
H -3.71181 -0.07851 -1.23461
H -0.35358 -5.64808 1.64161
H 1.74112 -5.56203 2.97276
H 2.86691 -3.34603 3.32928
H 1.78096 -1.31074 2.38529
C 2.71494 1.38576 1.53743
Si 3.97965 0.85483 0.40674
C 3.28606 0.36598 -1.31710
N 2.22870 -0.64394 -1.35772
C 1.53299 -0.71739 -2.65333
C 2.12290 -1.78551 -3.56981
C 1.90720 -3.17626 -2.94681
C 1.83566 -3.06607 -1.41655
C 2.74376 -1.94636 -0.93727
C 4.95960 -0.60602 1.14422
C 5.92454 -1.30347 0.41227
C 6.62276 -2.37367 0.95464
C 6.38099 -2.76615 2.26539
C 5.43939 -2.07963 3.01908
C 4.73594 -1.01935 2.45855
C 5.38902 2.03710 -0.17203
C 5.12015 3.06883 -1.07849
C 6.09088 3.98218 -1.46654
C 7.37470 3.89512 -0.94531
C 7.66901 2.88996 -0.03534
C 6.68871 1.97911 0.33960
H 2.14674 2.26846 1.21867
H 3.03641 1.52744 2.57246
H 4.12755 0.09801 -1.98748
H 2.87198 1.29764 -1.72027
H 1.57070 0.27033 -3.11320
H 0.46950 -0.92217 -2.48364
H 3.19192 -1.59145 -3.69829
H 1.67321 -1.72637 -4.56418
H 2.72410 -3.84422 -3.23401
H 0.98718 -3.62707 -3.32993
H 2.11854 -4.00718 -0.93926
H 0.81271 -2.84462 -1.10077
H 3.75781 -2.11771 -1.34507
H 2.85576 -1.95334 0.14804
H 6.13888 -0.99884 -0.60790
H 7.35952 -2.90019 0.35875
H 6.92675 -3.59758 2.69591
H 5.25217 -2.37136 4.04705
H 3.98793 -0.49769 3.04625
H 4.12030 3.17462 -1.48774
H 5.84428 4.76686 -2.17273
H 8.13629 4.60629 -1.24286
H 8.66611 2.81390 0.38400
H 6.94482 1.20199 1.05184
```

---

[2]
Here is a structure of composition C50H52GaN4O2P2Si2 from OMol25. Energies are from ωB97M-V/def2-TZVPD.

The value obtained for the gap between HOMO and LUMO is 7.41 eV. For the electronic energy, the calculation gives -149465.539 eV. The relative energy (zero: lowest compared OMol25 entry of this formula, charge and spin) is 9.3 kcal per mole. The LUMO energy is 0.0897 Eh. Its charge is -1. For the HOMO energy, the calculation gives -4.97 eV.

The geometry in XYZ format:
```
113
C50H52GaN4O2P2Si2 (ωB97M-V/def2-TZVPD)
Ga 0.75121 -0.41198 -0.89991
C 0.57122 3.16553 -3.52837
Si -0.52016 1.63009 -3.41877
C -2.24220 2.11022 -4.00972
C 0.14929 0.32101 -4.57829
N -0.54368 0.93699 -1.85001
P -1.06659 1.40066 -0.40138
C -0.20195 0.41501 0.66121
P -0.78954 -0.55138 1.93452
N -1.13392 -2.05167 1.66995
Si -1.41878 -3.52191 2.42923
C -0.00591 -4.11837 3.54275
C -1.66346 -4.88275 1.15759
C -2.95367 -3.52837 3.53517
C -2.17940 0.35007 2.71939
C -1.99048 1.56972 3.36637
C -3.05437 2.21758 3.97544
C -4.32484 1.65263 3.94033
C -4.52423 0.44717 3.28487
C -3.45441 -0.19927 2.67979
C 0.50062 -0.50093 3.22509
C 0.24637 -0.65322 4.52600
C 1.31321 -0.88057 5.50999
C 2.59672 -0.96471 5.16044
C 3.03787 -0.78476 3.74337
C 1.90317 -0.52506 2.70924
C -2.88737 1.36414 -0.33395
C -3.54561 0.43511 -1.13597
C -4.93012 0.34523 -1.11924
C -5.66993 1.19276 -0.30585
C -5.02125 2.12239 0.49528
C -3.63755 2.20547 0.48359
C -0.70139 3.17341 -0.14365
C -1.43962 4.17389 -0.77567
C -1.07557 5.50589 -0.65629
C 0.04008 5.85202 0.09680
C 0.78062 4.86309 0.72710
C 0.41064 3.53008 0.60901
H 1.17630 3.14788 -4.43953
H 1.24926 3.22130 -2.67323
H -0.02178 4.08345 -3.53714
H -2.17048 2.52217 -5.02171
H -2.70621 2.86954 -3.37580
H -2.91363 1.24936 -4.04403
H 0.28952 0.71919 -5.58701
H -0.52116 -0.54072 -4.63226
H 1.11444 -0.04474 -4.21893
H 0.83427 -4.50108 2.95486
H -0.36651 -4.94448 4.16411
H 0.37308 -3.33865 4.20707
H -0.92246 -4.78559 0.36148
H -2.65024 -4.82796 0.68945
H -1.55812 -5.87417 1.60718
H -2.88626 -2.78091 4.33035
H -3.07348 -4.51067 4.00316
H -3.86230 -3.32281 2.96339
H -1.00127 2.01352 3.39276
H -2.89415 3.16333 4.47920
H -5.15657 2.15592 4.41894
H -5.51365 0.00789 3.23942
H -3.59934 -1.14108 2.16684
H -0.77774 -0.66131 4.88593
H 1.02803 -1.00986 6.54799
H 3.35655 -1.15539 5.91204
H 3.82746 -0.02911 3.70177
H 2.08124 0.34566 2.07369
H -2.96270 -0.21194 -1.78090
H -5.42990 -0.38123 -1.74825
H -6.75132 1.12841 -0.29496
H -5.59267 2.77773 1.14130
H -3.13985 2.92909 1.11736
H -2.31005 3.91411 -1.36739
H -1.65853 6.27198 -1.15300
H 0.33190 6.89132 0.18900
H 1.65667 5.12673 1.30689
H 0.98860 2.74500 1.08044
N -1.27889 -6.27461 -4.88723
C -0.94402 -5.38886 -4.23305
C -0.52686 -4.28212 -3.41659
C -1.44153 -3.65354 -2.57160
C -1.02845 -2.58825 -1.78903
C 0.28291 -2.10660 -1.83261
C 1.17756 -2.76174 -2.68075
C 0.79307 -3.83919 -3.46424
H -2.46125 -4.01467 -2.52462
H -1.73744 -2.13497 -1.10533
H 2.20397 -2.41445 -2.74317
H 1.50160 -4.33207 -4.11828
C 4.79647 -2.03582 2.33846
C 3.44279 -2.07725 2.95868
C 2.27698 -1.82621 1.95775
N 2.55338 -1.61648 0.54857
C 3.76421 -1.59964 0.16960
C 4.93928 -1.79683 1.03810
H 5.66528 -2.18990 2.97123
H 3.32092 -2.98526 3.55427
H 1.48213 -2.57003 2.02911
H 3.94547 -1.41648 -0.88662
H 5.91688 -1.74331 0.57603
O 2.60862 2.04877 -0.86011
C 2.87545 1.23934 -1.73379
O 2.37055 0.04776 -1.83548
C 3.87618 1.57529 -2.81224
C 4.60372 2.75614 -2.71216
C 5.52237 3.09368 -3.69368
C 5.71160 2.25515 -4.78518
C 4.98179 1.07971 -4.89197
C 4.06720 0.73823 -3.90529
H 4.42239 3.39616 -1.85864
H 6.08774 4.01372 -3.61104
H 6.42569 2.52108 -5.55514
H 5.12208 0.42921 -5.74633
H 3.48818 -0.17306 -3.97359
```